Record 1
Computed, not measured: a cluster of 8 separate species, C16H48O8 in total at a distorted geometry, with ωB97M-V/def2-TZVPD.

Calculated values
- E_tot: -1240.16896 Ha
- Gap between HOMO and LUMO: 0.377 Eh
- SMILES string: CCO.CCO.CCO.CCO.CCO.CCO.CCO.CCO
- Lowest unoccupied orbital energy: 0.30 eV
- ΔE to the lowest compared entry with this formula, charge and spin: 87.3 kcal/mol

Structure (XYZ):
```
72
Properties=species:S:1:pos:R:3:forces:R:3
O 2.974246 -5.084849 4.927049 -0.91 -0.12 -0.17
O -1.949437 -3.902169 4.041225 -0.61 0.27 0.88
O 2.704042 4.415998 5.894537 -0.04 0.32 -0.80
O -0.844460 -1.466036 0.011557 -0.38 0.45 -0.27
O -5.853839 -1.259374 -1.869946 -1.01 -0.74 -0.58
O 4.078842 1.800961 -4.314856 -0.40 0.25 -0.70
O -1.624388 3.091146 1.171622 -0.50 -1.50 0.53
O -0.127131 4.154109 -6.704289 0.61 -0.16 -0.47
C -4.279448 -3.459133 4.475087 0.40 0.16 -0.36
C 4.995515 1.168179 -5.222420 0.14 0.39 1.34
C -2.951585 -3.914207 5.100478 -0.65 -0.02 -1.49
C -2.503509 3.869706 -6.822203 0.22 0.27 0.24
C 4.186309 -5.324513 4.246885 0.30 0.23 -0.85
C 1.419076 3.799828 5.939214 0.60 -1.15 0.68
C -1.971774 4.081159 0.265614 2.08 1.69 -0.54
C 1.580832 2.253582 5.919210 -1.04 0.42 -0.35
C 5.926977 0.312959 -4.387907 -0.19 -0.82 -0.34
C 0.320579 -1.569282 -0.807737 0.18 -0.44 1.50
C -0.592660 4.709443 -0.188941 -0.90 0.22 -0.19
C -4.995456 -1.484255 -4.129910 -1.06 0.21 -0.02
C 1.551551 -1.170737 0.016176 0.16 0.26 -0.80
C -6.038946 -2.022551 -3.096968 2.15 1.15 -0.09
C -1.296237 4.188650 -5.925711 -0.51 0.13 0.46
C 3.946626 -5.764857 2.778717 -0.73 -0.41 0.51
H 5.419858 -0.580375 -4.023419 0.10 -0.13 -0.09
H -2.330959 2.960342 -7.397857 0.09 0.01 0.07
H 4.765236 -5.569515 2.086034 0.19 0.08 0.38
H 4.346308 0.664646 -5.938714 0.34 -0.27 0.07
H -1.093283 -4.055882 4.447380 0.12 -0.06 0.01
H 1.534111 -0.097764 0.207282 -0.03 -0.03 0.22
H -5.867906 -3.092916 -2.982195 -0.05 -0.10 0.43
H -7.058979 -1.896066 -3.459779 0.10 0.34 0.25
H 3.178942 -4.752364 5.804063 0.02 -0.02 0.01
H -2.654117 4.693175 -7.520275 0.19 -0.02 -0.14
H 0.396211 -2.623368 -1.074754 0.24 0.04 -0.65
H -4.423867 -3.988597 3.533327 -0.10 -0.42 0.17
H 6.248100 0.849432 -3.495063 0.13 0.24 -0.14
H 4.732148 -6.082373 4.808842 0.38 -0.07 -0.24
H 0.121000 3.986411 -0.583914 -0.30 -0.44 0.10
H -0.688770 5.453099 -0.980043 -0.22 0.24 0.07
H -1.155951 3.551318 -5.052650 -0.45 -0.64 -0.14
H -2.559187 3.751416 -0.591314 -0.07 -0.20 0.06
H -5.116016 -3.652865 5.146441 0.03 -0.03 -0.03
H 3.021002 4.741830 6.740089 -0.46 -0.19 0.11
H 0.569014 3.763791 -6.170767 0.11 0.06 -0.14
H 0.865346 4.126163 6.819544 0.10 -0.15 0.30
H -4.943091 -1.329882 -1.574704 0.11 -0.19 -0.16
H -4.316698 -2.419122 4.150897 0.28 0.21 0.44
H 1.641726 -1.716158 0.955584 -0.29 -0.02 0.02
H 3.701225 -6.825131 2.717939 0.27 -0.17 0.16
H -1.363399 5.169378 -5.454800 -0.42 0.40 -0.24
H 4.739835 -4.385541 4.240117 0.40 -0.03 -0.04
H -3.136508 -4.947228 5.395052 0.35 -0.08 0.38
H -1.605312 2.264791 0.683400 0.15 -0.27 0.26
H -5.228497 -1.879682 -5.118562 0.25 -0.13 -0.08
H -2.684897 -3.294561 5.956644 0.23 -0.03 -0.04
H 6.805962 0.046351 -4.974782 0.07 -0.23 0.14
H 0.775115 4.103533 5.113877 0.49 0.18 -0.36
H 2.256741 1.845992 6.670952 -0.04 0.26 0.03
H 3.052738 -5.314228 2.347439 0.04 0.53 0.24
H -0.110713 5.170131 0.673377 -0.11 0.04 0.01
H -2.533099 4.819313 0.838453 -0.13 0.17 -0.30
H 1.836120 1.849665 4.939532 0.55 0.41 -0.08
H 2.465714 -1.378510 -0.539914 0.08 0.00 -0.13
H -3.457723 3.769128 -6.305024 0.17 -0.06 0.37
H 0.167129 -0.919435 -1.669289 0.07 -0.20 0.02
H 5.660058 1.851113 -5.751672 -0.44 0.58 -0.22
H -3.943774 -1.641940 -3.890740 -0.12 -0.61 0.24
H 0.586045 1.826393 6.045732 -0.15 -0.11 0.47
H 4.549789 2.259991 -3.615508 0.23 -0.02 -0.09
H -0.752794 -2.098854 0.727621 -0.05 -0.02 0.11
H -5.065655 -0.398802 -4.200364 -0.35 0.08 0.02
```
Forces are in eV/Å.

Mulliken population analysis, charges in e, atoms 1 to 5: -0.518 -0.503 -0.523 -0.488 -0.517

---

Record 2
Computed, not measured: a cluster of 8 separate species, C16H48O8 in total at a distorted geometry, with ωB97M-V/def2-TZVPD.

Calculated values
- E_tot: -1240.19996 Ha
- Gap between HOMO and LUMO: 0.371 Eh
- SMILES string: CC(C)O.CC(C)O.CC(C)O.CC(C)O.CO.CO.CO.CO
- Lowest unoccupied orbital energy: 0.57 eV
- ΔE to the lowest compared entry with this formula, charge and spin: 67.8 kcal/mol

Structure (XYZ):
```
72
Properties=species:S:1:pos:R:3:forces:R:3
O -3.770548 -0.864169 1.760898 -0.71 -0.07 -0.39
O -1.754134 0.188553 0.137642 -0.59 -0.56 -0.50
O 3.235713 1.572035 0.867359 0.59 -0.83 0.75
O 2.367910 2.723628 -1.514256 -3.29 0.16 0.34
O -0.296142 -3.261295 -0.247185 0.21 -0.02 0.43
O -0.303143 -1.388787 -2.505140 0.08 -0.14 0.41
O -0.771011 1.475324 -2.417837 -1.15 -1.80 0.79
O 2.132218 -2.686875 1.485002 0.37 0.14 -0.45
C 4.368817 2.849604 -2.743356 0.52 -0.77 2.38
C -1.008990 -5.132350 1.075659 -1.48 0.70 -1.10
C -4.984005 0.469722 3.409621 1.56 -1.04 -0.43
C -0.635128 0.170869 0.986896 -0.01 1.19 0.73
C -3.882277 0.475672 2.276794 -1.68 0.24 -0.04
C -4.156494 1.608875 1.260791 -1.19 0.16 1.71
C 2.386043 1.541218 1.987646 0.41 0.75 1.38
C 1.702989 2.900473 2.112742 -0.22 -0.68 -0.78
C 2.336118 2.459651 -3.967688 -1.48 0.42 1.87
C -2.662032 -3.534802 -0.083094 0.03 1.15 0.79
C -1.294205 2.778274 -2.316150 0.97 -0.35 -1.98
C -1.324554 -3.667053 0.675488 -0.06 -0.03 -0.05
C 3.016266 2.187298 -2.623393 1.28 -0.29 -0.81
C 3.458982 -3.131729 1.036644 -2.65 -0.25 0.46
C -0.058178 -1.919978 -3.783181 -1.27 -1.47 -0.52
C 3.209847 1.205839 3.247612 -0.82 0.86 0.01
H 3.915029 2.023864 3.426475 -0.06 -0.05 0.15
H -0.569331 -2.461172 -0.730723 0.13 -0.24 0.02
H 1.649931 0.771476 1.931416 -0.61 -0.77 -0.45
H 5.022838 2.643208 -1.872354 -0.46 0.03 -0.17
H -3.323877 1.750000 0.644051 1.23 0.40 -0.82
H -0.414940 3.343876 -2.579321 -0.07 1.04 -0.02
H -4.664284 -1.246009 1.644140 0.71 0.37 -0.02
H 1.421259 2.373389 -1.590034 1.57 0.78 0.41
H -1.463551 0.851051 -2.066637 1.22 0.57 -0.29
H 0.320677 -0.677815 -2.409533 0.11 0.66 0.42
H 3.791450 0.322851 3.032287 0.01 -0.48 0.30
H -2.064166 2.928759 -3.077928 -0.11 0.24 0.18
H 2.518719 1.104039 4.143540 0.96 -0.12 -1.07
H -2.664549 -2.472213 -0.362307 -0.54 0.02 0.21
H -0.946430 -1.698527 -4.425731 1.06 0.11 0.03
H -5.314884 1.458591 3.697738 -0.15 0.07 -0.04
H 3.070369 1.112639 -2.378691 0.50 0.02 -0.75
H 2.486017 3.613301 2.148838 0.82 0.94 0.01
H -0.802711 -0.462149 1.856037 -0.15 0.16 0.35
H -2.419836 -0.437579 0.481308 0.20 0.29 -0.13
H -3.535849 -3.738622 0.577944 0.53 0.02 -0.66
H -5.027728 1.570784 0.635640 -0.67 -0.74 -0.30
H 1.471355 1.810583 -4.020392 -0.34 -0.12 -0.56
H 2.772774 2.002837 0.158563 -0.18 0.44 -0.91
H -2.717787 -4.004239 -1.067259 0.18 -0.73 0.41
H 3.879180 -3.393169 1.996634 0.77 -0.70 -0.24
H -0.417246 1.239128 1.300986 -0.07 -1.28 -0.22
H 3.276729 -3.944048 0.302281 0.77 0.20 0.65
H -0.047108 -5.236365 1.562099 -0.10 -0.10 0.37
H 3.010179 2.334765 -4.774969 0.46 -0.28 -0.82
H 1.133559 3.103146 1.178052 -0.06 -0.01 0.78
H 0.007932 -3.018719 -3.735736 -0.24 0.18 0.26
H 1.972321 3.504392 -3.932622 0.22 -0.38 -0.21
H 4.854804 2.374194 -3.552673 0.71 0.16 -1.20
H 4.267015 3.927089 -2.763191 -0.04 0.19 -0.61
H -0.978045 -5.622265 0.092333 0.26 -0.22 0.29
H -2.860697 0.671993 2.548478 0.24 0.13 1.07
H -1.319382 -2.945294 1.556363 -0.13 -0.96 -0.81
H -4.624418 -0.080436 4.286438 0.18 0.34 0.01
H 0.220195 -0.267754 0.513568 0.68 -0.01 -0.55
H -1.902602 -5.579676 1.588570 1.14 0.42 0.03
H 0.908521 -1.653965 -4.173009 0.16 0.71 -0.46
H -5.798520 -0.178241 3.069468 -0.27 0.54 -0.23
H 1.133645 3.017873 3.025998 -0.51 -0.12 -0.02
H 4.019531 -2.330234 0.601675 0.25 0.56 -0.40
H 1.436798 -2.946437 0.857929 0.30 0.10 -0.11
H -4.370582 2.497967 1.888018 0.56 -0.20 -0.36
H -1.626393 3.023140 -1.353273 -0.58 0.35 1.48
```
Forces are in eV/Å.

Mulliken population analysis, charges in e, atoms 1 to 5: -0.455 -0.180 -0.529 -0.696 -0.531